Record 1
This record from OMol25 describes a cluster of 11 separate species, C31H51Cl30N3O4P in total at a distorted geometry. The level of theory is wB97M-V/def2-TZVPD.

The geometry in XYZ format:
```
120
C31H51Cl30N3O4P, DFT wB97M-V/def2-TZVPD
C 5.990 -3.548 -0.659
C 6.044 -3.525 -2.188
C 6.241 -2.123 -2.763
C 5.254 -1.118 -2.159
C 4.801 -0.065 -3.156
C 4.115 1.143 -2.491
C 2.847 1.620 -3.220
C 1.830 2.243 -2.253
C 0.372 2.028 -2.689
C -0.244 0.828 -1.954
C -1.758 0.834 -2.178
N -2.376 -0.471 -2.217
C -3.615 -0.628 -1.507
C -3.628 -1.672 -0.398
C -2.976 -1.262 0.904
N -4.197 -2.796 -0.527
C -2.063 -1.294 -3.348
C -1.229 -2.611 -3.039
C -0.374 -2.650 -1.783
O -0.916 -2.940 -0.712
N 1.012 -2.474 -1.770
C 1.716 -2.245 -3.018
C 1.512 -1.703 -0.642
C -1.355 -0.526 -4.517
O -0.110 -0.600 -4.690
O -2.165 0.114 -5.225
P -3.576 -1.851 -4.362
C -2.789 -2.816 -5.731
O -4.383 -3.027 -3.512
H 6.756 -2.919 -0.216
H 5.018 -3.204 -0.324
H 6.108 -4.559 -0.280
H 5.116 -3.957 -2.556
H 6.852 -4.187 -2.486
H 7.262 -1.827 -2.528
H 6.144 -2.184 -3.845
H 4.378 -1.671 -1.828
H 5.712 -0.661 -1.286
H 5.712 0.287 -3.644
H 4.196 -0.532 -3.925
H 3.913 0.893 -1.451
H 4.836 1.957 -2.482
H 2.412 0.838 -3.833
H 3.175 2.412 -3.890
H 2.056 3.298 -2.122
H 1.955 1.761 -1.286
H -0.256 2.909 -2.577
H 0.348 1.743 -3.738
H -0.010 0.911 -0.897
H 0.208 -0.047 -2.406
H -2.140 1.417 -1.343
H -1.991 1.450 -3.047
H -3.808 0.288 -0.957
H -4.523 -0.788 -2.094
H -3.169 -0.204 1.085
H -3.417 -1.828 1.722
H -1.898 -1.399 0.915
H -4.080 -3.316 0.343
H -0.629 -2.900 -3.892
H -1.941 -3.421 -2.902
H 1.347 -2.823 -3.850
H 2.754 -2.551 -2.870
H 1.766 -1.207 -3.338
H 0.786 -1.021 -0.221
H 2.424 -1.190 -0.919
H 1.790 -2.382 0.159
H -3.346 -2.650 -6.640
H -1.742 -2.566 -5.875
H -2.820 -3.870 -5.450
H -3.912 -3.870 -3.466
C -3.471 -1.803 5.274
Cl -1.928 -1.370 4.549
Cl -4.309 -0.373 5.889
Cl -4.475 -2.666 4.110
H -3.278 -2.461 6.109
C -3.363 2.664 8.518
Cl -4.881 2.318 7.689
Cl -1.991 2.074 7.578
Cl -3.202 4.391 8.836
H -3.372 2.145 9.466
C -8.089 1.890 5.663
Cl -7.815 0.164 5.889
Cl -7.933 2.331 3.963
Cl -9.672 2.362 6.284
H -7.338 2.432 6.220
C 2.049 -2.965 3.308
Cl 3.596 -2.595 2.539
Cl 1.281 -1.489 3.901
Cl 0.970 -3.812 2.206
H 2.243 -3.610 4.154
C 1.093 4.529 8.589
Cl 2.318 3.658 9.512
Cl 0.310 5.748 9.605
Cl 1.795 5.277 7.159
H 0.341 3.819 8.268
C 2.845 -2.480 -6.725
Cl 3.068 -0.800 -6.247
Cl 3.696 -3.562 -5.615
Cl 1.139 -2.885 -6.787
H 3.264 -2.607 -7.712
C -2.431 8.002 8.894
Cl -2.635 7.938 7.145
Cl -1.443 9.389 9.362
Cl -3.997 8.041 9.708
H -1.914 7.104 9.202
C 3.058 -6.637 -7.898
Cl 4.108 -7.995 -8.316
Cl 3.524 -5.191 -8.791
Cl 1.368 -7.037 -8.193
H 3.177 -6.428 -6.843
C 3.815 8.524 6.987
Cl 3.560 8.422 5.245
Cl 4.927 9.837 7.383
Cl 2.282 8.721 7.832
H 4.262 7.595 7.315
C -6.775 3.199 0.273
Cl -5.938 1.841 -0.465
Cl -5.917 4.713 -0.031
Cl -8.444 3.303 -0.299
H -6.798 3.040 1.341
```

Calculated values
Frontier orbital gap = 5.67 eV
Net charge = -1

Record 2
This record from OMol25 describes a structure of composition C31H51F3MgO16S at a distorted geometry. The level of theory is wB97M-V/def2-TZVPD.

The geometry in XYZ format:
```
103
C31H51F3MgO16S, DFT wB97M-V/def2-TZVPD
Mg -2.477 -2.529 1.238
C 0.111 0.086 -0.692
C -0.966 -0.828 -1.302
O -1.840 -1.525 -0.372
H 0.494 -0.365 0.224
H -0.407 0.994 -0.385
H 0.909 0.375 -1.377
H -0.312 -1.495 -1.864
H -1.593 -0.138 -1.867
C 0.118 -1.615 5.002
F 0.824 -0.618 5.590
F 0.841 -2.566 4.445
F -0.740 -2.179 5.841
S -0.904 -0.841 3.534
O -2.099 -0.220 4.185
O -0.041 0.145 2.875
O -1.371 -1.951 2.660
C 4.974 -0.448 -1.305
C 4.651 -0.099 -2.784
C 4.959 1.333 -2.879
O 4.388 1.885 -1.720
C 4.519 0.868 -0.593
H 6.027 -0.712 -1.206
H 4.463 -1.346 -0.959
H 3.572 -0.224 -2.870
H 5.093 -0.899 -3.379
H 4.612 1.844 -3.778
H 6.036 1.499 -2.830
H 3.535 0.570 -0.229
H 5.176 1.234 0.196
C 0.207 3.429 2.601
C -1.017 3.907 3.306
C -1.671 4.748 2.189
O -1.254 4.177 0.911
C -0.337 3.073 1.208
H 0.597 2.629 3.229
H 1.038 4.122 2.466
H -0.855 4.523 4.190
H -1.633 3.053 3.587
H -1.346 5.788 2.219
H -2.757 4.720 2.269
H 0.331 2.923 0.359
H -0.976 2.192 1.267
O -4.276 -3.360 0.249
C -4.854 -3.235 -0.811
O -5.733 -4.100 -1.183
C -6.486 -3.681 -2.330
C -6.190 -2.186 -2.492
C -4.750 -2.077 -1.876
H -7.543 -3.901 -2.176
H -6.158 -4.291 -3.172
H -6.968 -1.531 -2.100
H -6.264 -1.843 -3.524
H -4.552 -1.156 -1.328
H -4.066 -2.287 -2.699
O 1.462 -6.472 -2.837
C 2.020 -5.378 -2.431
O 3.282 -5.416 -2.012
C 3.790 -4.100 -1.698
C 2.592 -3.137 -1.945
C 1.400 -4.012 -2.299
H 4.489 -3.783 -2.472
H 4.246 -4.026 -0.711
H 2.877 -2.512 -2.791
H 2.508 -2.476 -1.083
H 0.981 -3.811 -3.285
H 0.698 -3.987 -1.466
O -0.809 5.511 -3.667
C 0.184 4.867 -3.402
O 1.402 4.964 -3.934
C 2.216 3.868 -3.614
C 1.356 2.824 -2.914
C 0.184 3.643 -2.436
H 2.899 4.209 -2.835
H 2.633 3.500 -4.551
H 1.870 2.371 -2.066
H 1.005 2.015 -3.555
H 0.226 3.983 -1.401
H -0.767 3.113 -2.381
O -3.778 -1.133 1.683
C -4.579 -0.193 1.492
O -5.900 -0.151 1.598
C -6.581 1.030 1.176
C -5.420 1.986 1.343
C -4.157 1.229 1.231
H -7.399 1.416 1.784
H -6.940 1.061 0.147
H -5.497 2.457 2.323
H -5.515 2.805 0.630
H -3.395 1.452 1.977
H -3.723 1.172 0.233
O 3.802 -3.622 1.861
C 3.821 -2.472 2.279
O 3.308 -1.471 1.629
C 3.295 -0.291 2.387
C 3.577 -0.595 3.811
C 4.259 -1.977 3.632
H 2.409 0.339 2.304
H 3.990 0.441 1.976
H 2.764 -0.610 4.537
H 4.364 0.044 4.213
H 4.202 -2.804 4.340
H 5.306 -1.739 3.446
```

Calculated values
Frontier orbital gap = 8.20 eV

Record 3
This record from OMol25 describes a cluster of 8 separate species, C31H51FN2O17S in total at a distorted geometry. The level of theory is wB97M-V/def2-TZVPD.

The geometry in XYZ format:
```
103
C31H51FN2O17S, DFT wB97M-V/def2-TZVPD
C 4.834 0.474 -1.930
C 3.569 1.294 -1.599
O 2.634 1.327 -2.667
C 2.015 0.091 -2.829
N 0.883 -0.181 -1.925
N 1.249 -0.630 -0.640
S -0.214 1.115 -1.783
O 0.289 2.305 -1.116
O -1.360 0.565 -1.056
F -0.768 1.418 -3.254
H 4.976 0.439 -3.011
H 4.764 -0.538 -1.520
H 5.705 0.919 -1.448
H 3.119 0.992 -0.649
H 3.899 2.318 -1.440
H 1.637 0.047 -3.854
H 2.718 -0.740 -2.726
H 0.670 -1.431 -0.427
H 2.194 -0.987 -0.642
O 1.656 -2.945 -4.417
C 0.592 -2.660 -4.884
C -0.590 -2.076 -4.147
C -1.735 -2.303 -5.127
C -1.013 -2.266 -6.464
O 0.301 -2.791 -6.198
H -0.405 -1.020 -3.969
H -0.754 -2.587 -3.205
H -2.537 -1.572 -5.051
H -2.167 -3.293 -4.966
H -0.907 -1.250 -6.851
H -1.497 -2.881 -7.220
O 4.453 3.325 0.605
C 4.684 2.624 1.548
C 4.261 2.870 2.977
C 5.141 1.896 3.753
C 5.346 0.783 2.739
O 5.337 1.443 1.453
H 3.200 2.630 3.074
H 4.438 3.905 3.256
H 4.700 1.546 4.685
H 6.096 2.368 3.989
H 4.542 0.049 2.763
H 6.293 0.267 2.871
O 4.983 -2.331 2.476
C 5.182 -3.114 1.593
C 4.541 -3.124 0.224
C 4.862 -4.525 -0.280
C 6.165 -4.827 0.441
O 6.074 -4.126 1.695
H 5.013 -2.352 -0.384
H 3.470 -2.947 0.296
H 4.942 -4.601 -1.363
H 4.085 -5.218 0.048
H 7.037 -4.453 -0.101
H 6.300 -5.889 0.635
O -3.030 6.802 2.120
C -2.692 6.110 1.197
C -3.360 6.033 -0.157
C -2.787 4.739 -0.724
C -1.432 4.662 -0.045
O -1.622 5.293 1.239
H -3.072 6.911 -0.739
H -4.442 5.988 -0.053
H -2.725 4.714 -1.811
H -3.408 3.900 -0.403
H -0.660 5.207 -0.592
H -1.101 3.641 0.102
O -6.418 3.926 1.578
C -5.987 3.941 2.696
C -5.048 4.968 3.277
C -4.542 4.274 4.535
C -5.714 3.377 4.896
O -6.314 3.019 3.636
H -5.609 5.875 3.507
H -4.249 5.190 2.588
H -4.256 4.956 5.333
H -3.672 3.660 4.292
H -6.463 3.891 5.503
H -5.405 2.471 5.413
O -3.350 -2.393 1.572
C -4.212 -1.570 1.455
C -4.225 -0.395 0.504
C -5.338 0.478 1.077
C -6.243 -0.550 1.729
O -5.362 -1.602 2.169
H -4.465 -0.758 -0.497
H -3.261 0.107 0.497
H -5.846 1.091 0.336
H -4.929 1.145 1.838
H -6.964 -0.975 1.026
H -6.782 -0.148 2.584
O 1.784 -3.523 -0.222
C 1.051 -4.471 -0.278
C -0.451 -4.455 -0.446
C -0.840 -5.872 -0.042
C 0.406 -6.657 -0.415
O 1.499 -5.741 -0.222
H -0.681 -4.251 -1.492
H -0.907 -3.703 0.194
H -1.742 -6.241 -0.527
H -0.998 -5.915 1.036
H 0.403 -6.974 -1.461
H 0.555 -7.530 0.216
```

Calculated values
Frontier orbital gap = 9.71 eV
SMILES = CCOCN(N)S(=O)(=O)F.O=C1CCCO1.O=C1CCCO1.O=C1CCCO1.O=C1CCCO1.O=C1CCCO1.O=C1CCCO1.O=C1CCCO1

Record 4
This record from OMol25 describes a cluster of 3 separate species, C31H51N4O3 in total. The level of theory is wB97M-V/def2-TZVPD.

The geometry in XYZ format:
```
89
C31H51N4O3, DFT wB97M-V/def2-TZVPD
C -3.241 -0.424 -5.320
C -2.116 -0.714 -6.293
O -2.700 -0.808 -7.583
C -1.373 -2.032 -5.912
C 0.111 -1.943 -6.042
C 0.785 -2.635 -7.054
C 2.132 -2.542 -7.179
N 2.818 -1.790 -6.309
C 2.220 -1.109 -5.316
C 0.868 -1.152 -5.156
C 0.253 -0.385 -4.043
C 0.035 0.989 -4.118
C -0.542 1.619 -3.029
C -0.863 0.857 -1.905
N -0.647 -0.455 -1.816
C -0.111 -1.053 -2.874
H -3.909 0.326 -5.742
H -3.824 -1.327 -5.136
H -2.846 -0.056 -4.372
H -1.391 0.110 -6.286
H -2.056 -1.118 -8.228
H -1.760 -2.822 -6.557
H -1.634 -2.291 -4.885
H 0.246 -3.264 -7.750
H 2.698 -3.050 -7.947
H 3.824 -1.722 -6.398
H 2.862 -0.539 -4.658
H 0.310 1.540 -5.010
H -0.741 2.682 -3.028
H -1.304 1.340 -1.039
H 0.054 -2.124 -2.795
C -0.083 -1.024 2.058
C 0.513 -2.348 1.551
C -0.602 -3.264 1.042
C -1.430 -3.896 2.160
C -0.531 -4.601 3.176
C 0.567 -3.697 3.741
N 1.302 -3.064 2.600
O 2.199 -3.828 2.101
C -0.025 -2.643 4.686
C 1.561 -4.519 4.551
C 1.452 -1.979 0.414
H 0.576 -0.513 2.760
H -0.227 -0.361 1.204
H -1.060 -1.139 2.522
H -0.153 -4.063 0.442
H -1.240 -2.681 0.371
H -2.049 -3.142 2.653
H -2.124 -4.620 1.729
H -1.124 -4.986 4.009
H -0.061 -5.464 2.696
H 0.734 -1.911 4.967
H -0.368 -3.137 5.594
H -0.878 -2.111 4.276
H 1.966 -5.348 3.977
H 1.050 -4.923 5.425
H 2.391 -3.900 4.892
H 2.295 -1.386 0.774
H 0.888 -1.383 -0.299
H 1.850 -2.854 -0.098
C 2.254 3.844 2.520
C 0.909 4.094 1.815
C 0.437 5.534 2.042
C -0.075 5.795 3.459
C -1.150 4.782 3.850
C -0.698 3.330 3.681
N -0.151 3.150 2.296
O -1.061 2.936 1.422
C 0.335 2.951 4.751
C -1.875 2.383 3.845
C 1.123 3.844 0.328
H 2.397 2.783 2.728
H 3.069 4.166 1.872
H 2.361 4.394 3.452
H -0.364 5.757 1.330
H 1.266 6.205 1.808
H 0.749 5.777 4.176
H -0.494 6.801 3.507
H -1.458 4.929 4.888
H -2.036 4.948 3.230
H 0.766 1.972 4.541
H -0.165 2.898 5.718
H 1.145 3.665 4.856
H -2.699 2.634 3.181
H -2.247 2.422 4.869
H -1.573 1.355 3.635
H 1.401 2.804 0.145
H 1.933 4.486 -0.019
H 0.232 4.071 -0.253
```

Calculated values
Spin multiplicity = 3
Frontier orbital gap (spin up / spin down) = 5.14 / 6.33 eV
Net charge = +1